Record 1
Density functional theory data (the ωB97M-V functional and the def2-TZVPD basis) for a 2-piece molecular cluster, C6H16NS overall.

The geometry in XYZ format:
```
24
Properties=species:S:1:pos:R:3:mulliken_charge:R:1
C 0.19 2.69 -0.68 -1.08
C 0.31 2.32 0.79 -0.34
C -1.33 0.95 1.99 -0.05
N -0.48 1.11 1.06 0.27
H 0.56 1.90 -1.33 0.33
H -0.85 2.96 -0.91 0.35
H 0.77 3.59 -0.86 0.35
H 1.34 2.07 1.01 0.30
H -0.04 3.11 1.45 0.37
H -1.87 0.02 2.13 0.28
H -1.57 1.80 2.62 0.26
H -0.29 0.32 0.45 -0.21
C -0.92 -2.81 -1.94 -1.41
C -0.28 -1.83 -0.97 0.06
S 1.26 -2.54 -0.33 -0.07
C 1.76 -1.19 0.75 -0.59
H -1.88 -2.42 -2.26 0.38
H -1.08 -3.78 -1.47 0.36
H -0.29 -3.00 -2.81 0.36
H -0.94 -1.66 -0.12 0.17
H -0.06 -0.89 -1.49 0.23
H 1.69 -0.24 0.22 0.03
H 1.20 -1.19 1.69 0.28
H 2.81 -1.28 1.00 0.37
```

- ΔE to the lowest compared entry with this formula, charge and spin (kJ/mol) = 115.3
- net charge = +1
- LUMO (eV) = -5.0
- orbital gap (eV) = 6.829



Record 2
Density functional theory data (the ωB97M-V functional and the def2-TZVPD basis) for a 2-piece molecular cluster, C50H53F5N3O2Si overall.

The geometry in XYZ format:
```
114
Properties=species:S:1:pos:R:3:mulliken_charge:R:1
C -0.05 -3.91 1.58 -1.00
N -0.31 -2.49 1.43 0.32
C 0.69 -1.56 1.50 0.17
O 1.84 -1.82 1.81 -0.68
C 0.08 -0.18 1.23 0.95
C 0.61 0.41 -0.07 -0.98
C 2.08 0.61 0.06 -0.12
C 2.99 -0.21 -0.61 0.28
F 2.52 -1.18 -1.43 -0.36
C 4.36 -0.13 -0.37 0.34
F 5.21 -0.98 -0.98 -0.28
C 4.84 0.83 0.53 0.62
F 6.15 0.90 0.79 -0.28
C 3.95 1.71 1.15 0.02
F 4.41 2.64 2.02 -0.29
C 2.59 1.60 0.89 0.34
F 1.73 2.43 1.55 -0.15
N -1.35 -0.49 1.30 0.72
C -2.24 0.50 1.42 -0.38
C -3.63 0.33 1.37 -0.05
C -4.59 1.20 1.85 -0.54
C -5.95 1.18 1.32 0.07
C -6.70 2.35 1.00 -0.38
C -7.95 2.28 0.38 -0.66
C -8.51 1.03 0.08 -0.35
C -7.80 -0.15 0.36 -0.81
C -6.55 -0.07 0.98 -0.05
C -1.64 -1.96 1.22 0.04
C -2.18 -2.36 -0.17 -1.47
C -2.61 -2.46 2.31 -1.78
H 1.04 -4.06 1.63 0.37
H -0.50 -4.30 2.50 0.29
H -0.45 -4.46 0.72 0.33
H 0.33 0.47 2.08 -0.42
H 0.39 -0.29 -0.89 0.40
H 0.09 1.36 -0.23 0.44
H -1.82 1.51 1.38 0.96
H -3.96 -0.54 0.80 0.29
H -4.35 1.94 2.60 0.57
H -6.26 3.32 1.25 0.45
H -8.50 3.19 0.16 0.38
H -9.55 0.97 -0.27 0.39
H -8.25 -1.13 0.15 0.37
H -6.02 -0.99 1.24 0.36
H -1.39 -2.22 -0.93 0.35
H -2.47 -3.42 -0.16 0.47
H -3.05 -1.76 -0.47 0.27
H -2.18 -2.26 3.31 0.56
H -3.59 -1.98 2.24 0.37
H -2.73 -3.55 2.17 0.51
C -1.68 5.87 1.81 -0.76
Si -1.48 7.02 3.25 0.38
C 0.30 7.06 3.80 -0.88
C -2.16 8.72 2.95 -1.15
O -2.43 6.46 4.50 -0.37
C -2.27 5.59 5.61 2.45
C -1.37 4.41 5.22 0.55
C -0.04 4.31 5.65 -0.11
C 0.68 3.14 5.41 -1.70
C 0.12 2.11 4.67 -0.27
C -1.15 2.28 4.10 -0.81
C -1.86 3.46 4.32 -0.75
C -1.73 6.40 6.83 -0.09
C -1.77 7.79 6.80 -0.46
C -1.24 8.54 7.86 -0.89
C -0.69 7.89 8.96 -0.76
C -0.65 6.49 9.00 -1.09
C -1.19 5.75 7.95 -0.27
C -3.76 5.10 5.90 -1.55
C -4.64 6.18 6.60 -0.79
C -5.09 5.60 7.94 -0.89
C -4.33 4.28 8.12 -0.66
N -3.84 3.96 6.78 0.62
C -3.65 2.66 6.44 -0.87
C -2.74 1.84 7.05 0.45
C -2.65 0.42 6.95 0.75
C -1.51 -0.20 7.52 -0.31
C -1.36 -1.58 7.49 -0.75
C -2.35 -2.37 6.89 -0.45
C -3.48 -1.77 6.30 -0.83
C -3.62 -0.38 6.32 -0.15
H -1.12 6.29 0.96 0.45
H -1.29 4.87 2.02 -0.08
H -2.74 5.78 1.53 0.25
H 0.84 7.77 3.15 0.53
H 0.40 7.41 4.84 0.28
H 0.77 6.07 3.71 0.16
H -1.67 9.19 2.08 0.38
H -3.24 8.67 2.75 0.33
H -1.99 9.36 3.82 0.31
H 0.42 5.15 6.18 0.72
H 1.70 3.06 5.81 0.47
H 0.66 1.18 4.52 0.69
H -1.60 1.48 3.50 0.34
H -2.81 3.63 3.80 0.52
H -2.20 8.31 5.94 0.44
H -1.26 9.63 7.80 0.43
H -0.30 8.46 9.81 0.41
H -0.18 5.96 9.84 0.45
H -1.14 4.66 7.96 0.49
H -4.21 4.84 4.92 0.69
H -4.15 7.15 6.71 0.19
H -5.51 6.34 5.96 0.44
H -4.91 6.28 8.77 0.36
H -6.17 5.40 7.92 0.29
H -3.48 4.42 8.81 0.23
H -4.96 3.46 8.52 0.57
H -4.23 2.25 5.61 -0.07
H -1.97 2.31 7.68 0.09
H -0.74 0.44 7.96 0.36
H -0.46 -2.03 7.92 0.40
H -2.20 -3.45 6.80 0.41
H -4.25 -2.38 5.81 0.43
H -4.49 0.11 5.86 0.45
```

- ΔE to the lowest compared entry with this formula, charge and spin (kJ/mol) = 0.0
- net charge = +1
- LUMO (eV) = -4.8
- orbital gap (eV) = 4.469



Record 3
Density functional theory data (the ωB97M-V functional and the def2-TZVPD basis) for a 2-piece molecular cluster, C21H20Cl2O3 overall.

The geometry in XYZ format:
```
46
Properties=species:S:1:pos:R:3:mulliken_charge:R:1
C 2.50 0.28 2.81 -1.39
C 2.17 0.74 1.31 0.36
C 0.65 0.41 1.06 -0.05
C -0.27 1.62 0.70 0.68
C 0.10 3.02 0.62 -0.43
C -0.86 4.11 0.30 -0.98
C -2.25 3.80 0.04 0.40
C -2.63 2.36 0.07 0.51
C -1.69 1.29 0.39 -0.68
C -4.14 2.07 -0.26 0.06
O -4.50 1.08 -0.85 -0.50
C -5.14 3.18 0.19 -0.41
C -4.79 4.50 0.21 -0.35
C -3.34 4.89 -0.27 0.20
O -3.09 5.95 -0.80 -0.51
O 3.08 0.19 0.35 -0.40
C 3.02 -1.23 0.27 -0.58
C 2.41 -1.64 -1.14 0.23
C 2.57 -0.84 -2.36 -0.39
C 1.96 -1.30 -3.60 -0.53
C 1.19 -2.54 -3.60 -0.47
C 1.00 -3.38 -2.41 -0.32
C 1.64 -2.91 -1.15 0.11
H 3.60 0.17 2.99 0.34
H 2.02 0.99 3.55 0.37
H 2.07 -0.76 2.95 0.34
H 2.39 1.85 1.33 0.23
H 0.22 -0.04 2.00 0.30
H 0.48 -0.37 0.26 0.18
H 1.15 3.34 0.81 0.20
H -0.51 5.16 0.29 0.37
H -2.07 0.24 0.39 0.38
H -6.17 2.92 0.53 0.34
H -5.49 5.30 0.55 0.35
H 2.37 -1.74 1.03 0.25
H 4.08 -1.61 0.25 0.35
H 3.17 0.10 -2.26 0.34
H 2.10 -0.67 -4.52 0.34
H 0.71 -2.85 -4.56 0.29
H 0.39 -4.31 -2.46 0.24
H 1.54 -3.52 -0.19 0.30
Cl -1.02 -5.16 2.34 -0.16
C -0.32 -6.12 1.04 -0.36
Cl 0.30 -5.09 -0.26 -0.11
H 0.50 -6.71 1.44 0.28
H -1.08 -6.78 0.63 0.30
```

- SMILES = C[C@H](Cc1ccc2c(c1)C(=O)C=CC2=O)OCc1ccccc1.ClCCl
- LUMO (eV) = -0.7
- orbital gap (eV) = 8.151



Record 4
Density functional theory data (the ωB97M-V functional and the def2-TZVPD basis) for C4H6O in the gas phase.

The geometry in XYZ format:
```
11
Properties=species:S:1:pos:R:3:mulliken_charge:R:1
C 0.92 -0.71 -0.48 -0.61
C 0.56 0.04 0.76 -0.45
C -0.98 1.47 0.09 -0.36
O -0.86 0.89 -1.19 -0.28
C -0.48 -0.22 -0.46 0.10
H 1.04 -1.78 -0.42 0.24
H 1.60 -0.21 -1.17 0.26
H 0.30 -0.53 1.65 0.27
H 1.08 0.96 0.95 0.29
H -1.91 1.01 0.52 0.12
H -1.27 -0.93 -0.25 0.42
```

- ΔE to the lowest compared entry with this formula, charge and spin (kJ/mol) = 460.8
- LUMO (eV) = 1.0
- orbital gap (eV) = 9.228



Record 5
Density functional theory data (the ωB97M-V functional and the def2-TZVPD basis) for C4H10N2 in the gas phase.

The geometry in XYZ format:
```
16
Properties=species:S:1:pos:R:3:mulliken_charge:R:1
H 2.37 -0.14 1.13 0.26
N 2.25 -0.89 0.47 -0.62
C 1.10 -1.06 -0.04 -0.03
N 0.07 0.09 -0.67 -0.15
C 0.68 1.30 -1.18 -0.87
C -0.59 0.10 0.57 -0.22
C -1.96 -0.53 0.54 -1.29
H 0.86 -1.89 -0.69 0.41
H 0.33 2.19 -0.65 0.29
H 0.44 1.40 -2.24 0.25
H 1.77 1.25 -1.12 0.34
H -0.52 1.04 1.14 0.46
H 0.11 -0.79 1.17 0.20
H -1.91 -1.53 0.10 0.27
H -2.38 -0.61 1.55 0.37
H -2.62 0.08 -0.08 0.33
```

- ΔE to the lowest compared entry with this formula, charge and spin (kJ/mol) = 402.8
- SMILES = [H]/N=C\N(C)CC
- LUMO (eV) = 0.8
- orbital gap (eV) = 9.194



Record 6
Density functional theory data (the ωB97M-V functional and the def2-TZVPD basis) for C14H43CrO8 as an isolated structure.

The geometry in XYZ format:
```
66
Properties=species:S:1:pos:R:3:mulliken_charge:R:1
Cr -0.96 -1.37 0.37 0.26
O 0.66 -0.16 0.13 0.23
H 1.37 0.44 -0.17 -0.73
C -3.44 -0.78 -3.20 -1.15
C -2.89 0.04 -2.07 -0.31
O -1.51 -0.24 -1.75 -0.08
H -2.80 -0.77 -4.08 0.27
H -4.47 -0.48 -3.37 0.42
H -3.62 -1.82 -2.92 0.28
H -3.65 0.17 -1.30 0.38
H -2.88 1.05 -2.49 0.29
H -0.89 0.11 -2.39 -0.02
C 1.52 -1.75 3.35 -0.77
C 0.50 -2.86 3.15 -0.43
O -0.54 -2.63 2.14 -0.04
H 2.42 -2.09 3.88 0.44
H 1.02 -0.99 3.95 0.21
H 1.89 -1.39 2.39 0.00
H 0.04 -3.11 4.11 0.37
H 0.96 -3.80 2.86 0.42
H -1.05 -3.44 2.22 0.20
C 3.39 2.31 -0.66 -0.07
C 4.43 1.26 -0.35 -0.54
O 4.05 0.47 0.77 -0.47
H 3.25 2.91 0.24 0.13
H 2.49 1.76 -0.89 -0.20
H 3.48 3.04 -1.47 0.44
H 5.33 1.73 0.04 0.28
H 4.66 0.59 -1.18 0.35
H 3.47 -0.14 0.31 0.22
C 0.45 3.91 2.99 -1.27
C 0.92 2.55 2.48 0.48
O -0.03 2.02 1.63 -0.62
H -0.52 3.64 3.40 0.28
H 0.06 4.58 2.22 0.32
H 1.07 4.36 3.76 0.37
H 1.10 1.85 3.30 0.16
H 1.87 2.65 1.95 -0.11
H 0.39 1.31 1.14 0.24
C 0.11 -4.87 -1.65 -1.26
C -0.07 -3.40 -2.13 -0.11
O 0.36 -2.60 -1.07 -0.13
H 0.00 -5.64 -2.42 0.41
H -0.74 -5.18 -1.04 0.28
H 1.07 -5.05 -1.16 0.30
H -1.06 -3.20 -2.54 0.22
H 0.65 -3.27 -2.94 0.35
H 1.14 -2.08 -1.30 0.11
C -2.82 -0.05 4.04 -0.95
C -3.12 0.11 2.54 -0.29
O -1.93 0.07 1.74 -0.08
H -3.69 -0.22 4.68 0.39
H -2.26 0.81 4.39 0.28
H -2.22 -0.95 4.20 0.13
H -3.61 1.07 2.34 0.29
H -3.79 -0.68 2.20 0.33
H -1.40 0.87 1.80 0.42
C 0.49 2.68 -3.17 -0.46
C -0.06 2.09 -4.50 -0.41
O 0.50 0.86 -4.87 -0.52
H 0.40 1.94 -2.37 -0.24
H -0.07 3.56 -2.85 0.35
H 1.57 2.81 -3.13 0.33
H 0.14 2.82 -5.28 0.43
H -1.14 2.01 -4.46 0.26
H -0.05 0.54 -5.59 0.32
```

- multiplicity = 5
- net charge = +1
- LUMO (alpha / beta) (eV) = -3.1 / -3.4
- <S²> = 6.0057
- orbital gap (alpha / beta) (eV) = 9.014 / 9.076



Q: Which formula does entry 2 have?
A: C50H53F5N3O2Si